1.
{
  "formula": "C3H4S2",
  "method": "ωB97M-V/def2-TZVPD",
  "relative_energy_kcal_mol": 53.0,
  "homo_lumo_gap_ev": 6.22,
  "symbols": ["C", "C", "C", "S", "S", "H", "H", "H", "H"],
  "xyz": [[1.48655, -0.08721, -0.20406], [-1.89254, -0.60706, 0.10352], [0.64920, 0.93901, 0.12288], [3.12933, 0.10642, -0.42514], [-1.07280, 0.83579, 0.39660], [1.07908, -1.08461, -0.32662], [-1.42655, -1.48765, -0.29166], [-2.92944, -0.56729, 0.36022], [0.97716, 1.95260, 0.26425]],
  "forces_ev_per_angstrom": [[1.92, -0.79, -0.54], [2.02, 2.19, 0.29], [-3.28, 0.25, 0.56], [-0.82, -0.16, 0.10], [0.53, -1.41, -0.55], [-0.18, -0.09, 0.03], [0.10, -0.22, -0.05], [-0.33, 0.03, 0.07], [0.04, 0.20, 0.07]]
}

***

2.
{
  "formula": "C3H4S3",
  "method": "ωB97M-V/def2-TZVPD",
  "smiles": "CSC(=S)C=S",
  "relative_energy_kcal_mol": 69.1,
  "homo_lumo_gap_ev": 7.30,
  "symbols": ["C", "S", "C", "S", "C", "S", "H", "H", "H", "H"],
  "xyz": [[2.38389, -1.09800, -0.06120], [0.69762, -1.23894, 0.06134], [0.07198, 0.45015, 0.00512], [0.93404, 1.82173, 0.01215], [-1.38998, 0.71990, 0.00083], [-2.49240, -0.51696, -0.01896], [2.51871, -0.34984, -0.91654], [3.03384, -0.88266, 0.97770], [3.13311, -2.08670, -0.49255], [-1.30910, 1.83364, -0.10962]],
  "forces_ev_per_angstrom": [[6.48, -0.45, -0.38], [-3.11, -0.03, 0.35], [1.10, -1.07, 0.37], [1.13, 0.04, -0.08], [0.08, -1.80, -0.59], [0.89, 2.11, 0.13], [0.59, -0.55, 1.62], [-2.03, 0.08, -2.82], [-3.19, 2.43, 1.16], [-1.94, -0.75, 0.24]]
}

***

3.
{
  "formula": "C3H4Se",
  "method": "ωB97M-V/def2-TZVPD",
  "relative_energy_kcal_mol": 70.8,
  "homo_lumo_gap_ev": 8.91,
  "symbols": ["C", "C", "C", "Se", "H", "H", "H", "H"],
  "xyz": [[1.56762, 0.35914, 1.69342], [0.81572, 0.68204, 0.82840], [-0.95818, -0.07947, -0.34216], [-0.87234, 0.49534, -2.21762], [2.33814, 0.17413, 2.41141], [-1.82392, 0.37722, 0.23445], [-0.70469, -1.11509, -0.13096], [-0.36235, -0.89331, -2.47694]],
  "forces_ev_per_angstrom": [[1.83, -0.37, 1.62], [-4.56, -1.08, -3.21], [1.43, 2.57, 1.38], [0.26, -1.72, 1.51], [-0.17, 0.08, -0.08], [1.52, -0.65, -0.68], [-0.17, 0.30, -0.14], [-0.14, 0.86, -0.40]]
}

***

| no. | energy (eV) | lowest unoccupied orbital energy (eV) |
| --- | --- | --- |
| 1 | -24843.341 | -1.715 |
| 2 | -35678.480 | -1.895 |
| 3 | -68516.219 | -0.471 |